No. 1
{"formula": "C41H39F3IrNO4SSbSeSiTe", "method": "ωB97M-V/def2-TZVPD", "symbols": ["Ir", "C", "Si", "C", "N", "C", "C", "C", "C", "C", "C", "C", "C", "C", "C", "C", "C", "C", "C", "C", "C", "C", "H", "H", "H", "H", "H", "H", "H", "H", "H", "H", "H", "H", "H", "H", "H", "H", "H", "H", "H", "H", "H", "H", "H", "H", "F", "C", "C", "C", "C", "C", "C", "Sb", "C", "C", "C", "C", "F", "C", "C", "C", "C", "C", "C", "F", "C", "C", "H", "H", "H", "H", "H", "H", "H", "H", "H", "H", "H", "H", "O", "Se", "O", "O", "O", "Te", "C", "C", "C", "C", "S", "H", "H", "H"], "coordinates": [[1.28919, 0.04293, -0.97437], [3.32442, -0.21820, -0.39637], [3.47744, 0.59581, 1.24461], [2.04961, -0.16187, 2.25475], [0.76669, -0.03826, 1.52464], [-0.15905, -1.13590, 1.84258], [-0.55594, -1.18166, 3.32027], [-0.85641, 0.22743, 3.85895], [-1.10308, 1.18531, 2.70160], [0.11940, 1.28189, 1.78950], [5.10087, 0.22484, 2.11389], [5.39536, -1.07658, 2.52972], [6.63618, -1.40423, 3.05251], [7.61743, -0.42927, 3.16411], [7.34857, 0.86783, 2.75619], [6.10197, 1.18936, 2.23704], [3.23771, 2.44975, 1.10819], [3.03101, 3.05941, -0.13040], [2.81366, 4.42763, -0.22798], [2.80612, 5.21059, 0.91527], [3.01804, 4.62551, 2.15702], [3.23231, 3.25963, 2.24806], [3.56048, -1.28680, -0.34346], [3.95611, 0.21372, -1.17537], [1.96608, 0.26350, 3.26090], [2.27368, -1.22546, 2.38444], [0.30455, -2.07677, 1.54817], [-1.04507, -1.01204, 1.21135], [0.24450, -1.64376, 3.90067], [-1.42852, -1.83053, 3.42107], [-0.01477, 0.59354, 4.45299], [-1.72157, 0.20609, 4.52259], [-1.33263, 2.18801, 3.06925], [-1.97471, 0.84847, 2.14230], [0.86300, 1.92550, 2.26029], [-0.14653, 1.75820, 0.84242], [4.64437, -1.85395, 2.44074], [6.84182, -2.41898, 3.36766], [8.59014, -0.68215, 3.56513], [8.11158, 1.63075, 2.83970], [5.90566, 2.20695, 1.92259], [3.02719, 2.46317, -1.03555], [2.64926, 4.87737, -1.19798], [2.64033, 6.27717, 0.84177], [3.01570, 5.23549, 3.05115], [3.39758, 2.81611, 3.22506], [-5.97181, 3.31513, -5.78310], [-5.18282, 2.64430, -4.92139], [-5.38924, 1.28876, -4.75355], [-4.57355, 0.60200, -3.86747], [-3.57211, 1.26993, -3.16972], [-3.39451, 2.63571, -3.35516], [-4.20330, 3.33496, -4.23840], [-2.35044, 0.20993, -1.80484], [-2.52318, -1.84347, -2.29841], [-2.42006, -2.78231, -1.27377], [-2.40638, -4.13939, -1.55582], [-2.49444, -4.52987, -2.87815], [-2.47773, -5.84314, -3.16395], [-2.58237, -3.62500, -3.91890], [-2.58115, -2.27045, -3.62365], [-3.82380, 0.34219, -0.19516], [-4.02870, 1.57265, 0.41818], [-5.09142, 1.75853, 1.28828], [-5.93595, 0.69241, 1.52791], [-6.97116, 0.86363, 2.37126], [-5.76310, -0.53861, 0.92995], [-4.69217, -0.71121, 0.06231], [-6.17126, 0.79087, -5.30920], [-4.74478, -0.45790, -3.71567], [-2.61132, 3.16869, -2.83115], [-4.06719, 4.39251, -4.41267], [-2.33537, -2.46246, -0.24104], [-2.31483, -4.88325, -0.77748], [-2.62700, -3.98377, -4.93728], [-2.58883, -1.54674, -4.42770], [-3.37590, 2.41070, 0.20355], [-5.27565, 2.70824, 1.77000], [-6.46043, -1.33800, 1.13673], [-4.55849, -1.67070, -0.41751], [-0.76660, 0.20259, -3.64228], [0.16944, 1.52566, -3.25225], [-0.15625, 2.80264, -4.15016], [-0.24439, 1.70205, -1.59678], [1.74884, 1.09239, -3.16640], [1.02517, -2.04149, -2.64362], [1.48282, -3.70503, -1.48608], [1.86061, -3.75931, -0.16695], [2.04117, -5.08061, 0.30516], [1.79368, -6.01340, -0.66103], [1.35518, -5.28955, -2.14136], [2.02550, -2.87062, 0.42307], [2.33842, -5.33101, 1.31225], [1.86709, -7.08476, -0.57826]], "atomic_forces_ev_per_a": [[0.26, -0.34, 0.72], [-0.03, 0.22, -0.26], [-0.04, -0.03, -0.03], [0.07, 0.04, -0.05], [-0.25, 0.02, -0.20], [-0.02, -0.04, 0.06], [0.03, -0.02, -0.01], [0.01, 0.02, 0.01], [0.04, 0.08, 0.07], [-0.02, 0.09, 0.03], [-0.04, 0.03, -0.01], [-0.03, 0.03, 0.03], [0.00, -0.02, 0.01], [0.02, -0.01, 0.01], [0.00, 0.02, 0.01], [-0.01, -0.01, 0.04], [0.05, -0.02, -0.02], [-0.04, -0.02, 0.02], [0.00, 0.01, 0.00], [0.01, 0.02, -0.01], [-0.01, 0.00, 0.03], [0.01, -0.02, -0.01], [0.00, 0.00, -0.01], [0.08, -0.05, -0.01], [0.03, -0.04, 0.06], [0.01, -0.04, -0.02], [0.00, -0.03, -0.07], [0.01, 0.03, 0.02], [-0.02, -0.03, 0.00], [-0.02, -0.01, 0.00], [0.00, -0.01, 0.01], [0.02, 0.01, 0.02], [-0.03, -0.01, -0.03], [-0.12, 0.00, -0.09], [-0.01, 0.00, -0.05], [-0.02, -0.01, 0.00], [-0.02, -0.05, -0.02], [0.00, -0.02, 0.01], [0.01, 0.00, 0.01], [0.01, 0.02, 0.00], [0.00, 0.04, -0.03], [0.01, -0.02, -0.05], [-0.01, 0.01, -0.03], [-0.01, 0.03, -0.01], [0.01, 0.01, 0.02], [0.02, -0.01, 0.03], [0.05, -0.03, 0.04], [-0.03, 0.00, -0.02], [-0.01, 0.03, -0.01], [-0.06, -0.03, 0.07], [0.10, -0.08, 0.01], [0.07, 0.01, -0.01], [0.01, 0.00, -0.01], [-0.31, -0.18, -0.10], [0.01, 0.12, 0.03], [0.01, -0.03, -0.04], [0.02, 0.01, -0.03], [0.01, -0.02, 0.00], [0.00, 0.02, 0.00], [0.02, -0.01, -0.01], [0.03, 0.00, 0.08], [0.21, -0.10, -0.20], [-0.02, 0.03, -0.01], [0.02, 0.01, 0.03], [-0.03, 0.00, 0.03], [0.03, 0.00, -0.03], [0.00, -0.04, 0.02], [-0.06, 0.04, 0.12], [-0.02, 0.00, 0.00], [0.03, 0.01, -0.03], [0.05, 0.01, -0.03], [-0.01, 0.03, 0.01], [0.01, 0.00, 0.00], [0.00, -0.03, 0.02], [0.00, -0.01, -0.03], [-0.03, 0.01, -0.04], [0.06, 0.02, 0.02], [0.00, 0.03, 0.02], [-0.02, -0.03, 0.02], [-0.04, -0.02, -0.02], [-0.14, 0.15, 0.10], [0.39, 0.06, -0.39], [-0.11, 0.13, 0.16], [0.18, -0.19, -0.14], [-0.26, -0.03, -0.09], [-0.09, 0.18, 0.16], [-0.03, 0.08, 0.01], [0.03, 0.01, -0.05], [-0.03, -0.02, -0.02], [0.04, 0.02, -0.04], [-0.03, 0.00, 0.04], [-0.02, 0.04, 0.05], [0.02, -0.01, 0.03], [-0.02, -0.05, 0.02]], "lowdin_charge": [0.90, -0.40, 0.58, -0.23, -0.26, -0.21, -0.16, -0.18, -0.17, -0.17, -0.24, -0.10, -0.09, -0.09, -0.09, -0.09, -0.27, -0.09, -0.07, -0.09, -0.09, -0.12, -0.01, 0.01, 0.09, 0.08, 0.10, 0.09, 0.10, 0.11, 0.11, 0.11, 0.12, 0.09, 0.10, 0.09, 0.09, 0.10, 0.10, 0.10, 0.10, 0.08, 0.11, 0.10, 0.10, 0.11, 0.06, -0.27, 0.00, -0.10, -0.33, -0.10, 0.01, 1.69, -0.39, -0.15, 0.00, -0.28, 0.07, 0.01, -0.13, -0.33, -0.13, 0.00, -0.28, 0.06, 0.00, -0.11, 0.12, 0.10, 0.10, 0.13, 0.09, 0.13, 0.13, 0.11, 0.11, 0.12, 0.12, 0.09, -0.66, 0.70, -0.41, -0.68, -0.56, 1.21, -0.99, -0.25, -0.18, -0.41, 0.94, 0.06, 0.10, 0.07], "spin_multiplicity": 6, "orbital_gap_ev": [6.9, 6.5], "de_lowest_kj_mol": 178.6, "energy_ev": -161704.256, "homo_energy_ev": [-6.610, -8.595], "e_lumo_ev": [0.3, -2.1]}

=====

No. 2
{"formula": "C41H39N6O4PdS2", "method": "ωB97M-V/def2-TZVPD", "symbols": ["Pd", "C", "N", "C", "C", "N", "C", "S", "C", "C", "C", "C", "C", "N", "H", "H", "H", "H", "H", "H", "H", "H", "H", "S", "C", "C", "N", "C", "H", "H", "H", "C", "C", "C", "C", "C", "C", "N", "C", "C", "C", "C", "C", "C", "C", "O", "O", "C", "C", "H", "H", "H", "H", "H", "H", "H", "H", "H", "H", "H", "H", "H", "H", "C", "O", "C", "C", "C", "C", "C", "C", "N", "C", "C", "C", "C", "C", "C", "C", "O", "H", "H", "H", "H", "H", "H", "H", "H", "H", "H", "H", "H", "H"], "coordinates": [[0.59736, 0.68704, -0.40197], [-3.84937, 2.95331, -0.32315], [-2.78271, 3.16409, 0.64653], [-2.95986, 3.56114, 1.95399], [-1.75114, 3.58496, 2.53254], [-0.81633, 3.20057, 1.57052], [-1.47587, 2.94271, 0.39728], [-0.93809, 2.44093, -1.12912], [0.59328, 3.16300, 1.81133], [1.07855, 3.38727, 3.09637], [2.45037, 3.44246, 3.26282], [3.27873, 3.26603, 2.16621], [2.69323, 2.98011, 0.94931], [1.37173, 2.92408, 0.77175], [-4.76640, 3.36209, 0.09184], [-3.96737, 1.88789, -0.51801], [-3.61018, 3.46017, -1.25385], [-3.92998, 3.79279, 2.35451], [-1.48139, 3.86516, 3.53006], [0.42643, 3.51482, 3.94409], [2.86349, 3.62404, 4.24616], [4.35391, 3.32320, 2.25585], [3.29599, 2.77128, 0.07617], [1.31688, -4.36223, -1.51385], [1.81573, -3.65040, -2.98545], [1.79171, -2.29738, -2.86592], [1.39475, -1.81721, -1.64317], [1.11370, -2.80124, -0.84322], [2.05438, -4.24384, -3.85229], [2.02286, -1.60170, -3.66042], [0.76787, -2.66801, 0.17395], [-2.12646, -7.66526, -3.38432], [-2.08134, -6.21931, -3.80167], [-1.98231, -5.89908, -5.14859], [-1.91005, -4.57506, -5.55708], [-1.98123, -3.56646, -4.61775], [-2.09792, -3.86883, -3.26032], [-2.11274, -2.77822, -2.36550], [-3.00505, -2.54812, -1.34021], [-4.21478, -3.25078, -1.25344], [-5.07306, -3.05310, -0.19252], [-4.76669, -2.15349, 0.82717], [-3.59269, -1.43539, 0.74378], [-2.71888, -1.59796, -0.33274], [-1.51445, -0.74739, -0.38261], [-0.99516, -0.30333, 0.69573], [-0.97362, -0.43386, -1.48493], [-2.10794, -5.20413, -2.83270], [-2.06903, -5.58358, -1.37690], [-2.27854, -8.30949, -4.24855], [-2.93140, -7.85534, -2.67302], [-1.19480, -7.97246, -2.90203], [-1.96058, -6.69510, -5.88251], [-1.82746, -4.33127, -6.60833], [-1.97171, -2.52645, -4.92148], [-1.51583, -1.99650, -2.58987], [-4.46955, -3.94676, -2.04095], [-6.00231, -3.60760, -0.15917], [-5.43909, -2.01529, 1.66198], [-3.32314, -0.72184, 1.51257], [-1.72902, -4.75712, -0.75725], [-1.38904, -6.42264, -1.22368], [-3.04726, -5.89005, -0.99953], [6.55172, 0.64420, 2.07595], [5.74366, 0.04559, 1.07169], [5.40045, 0.79438, 0.00467], [5.71172, 2.14234, -0.14308], [5.34112, 2.82737, -1.29143], [4.66066, 2.17850, -2.31105], [4.36522, 0.83175, -2.17537], [4.72110, 0.13936, -1.02988], [4.52153, -1.26696, -1.00874], [4.19907, -2.09894, -0.03450], [3.56852, -1.86139, 1.18820], [3.62849, -2.90990, 2.15566], [3.02226, -2.79547, 3.36518], [2.28777, -1.61405, 3.65040], [2.16074, -0.61298, 2.73599], [2.77311, -0.69533, 1.44559], [2.55796, 0.19621, 0.55908], [6.77643, -0.14533, 2.78645], [6.01025, 1.44499, 2.58513], [7.47923, 1.03484, 1.65326], [6.26164, 2.65636, 0.63269], [5.59741, 3.87390, -1.38851], [4.37547, 2.70823, -3.20885], [3.84543, 0.30235, -2.96536], [4.75845, -1.71628, -1.88176], [4.43592, -3.13267, -0.27084], [4.18962, -3.80424, 1.90864], [3.08388, -3.58945, 4.09518], [1.79897, -1.51860, 4.61244], [1.56770, 0.27076, 2.94142]], "atomic_forces_ev_per_a": [[-0.22, 0.42, -0.26], [0.02, -0.02, 0.02], [-0.02, 0.03, -0.03], [0.02, 0.00, 0.02], [0.02, -0.02, -0.03], [0.05, -0.03, 0.03], [0.02, -0.03, 0.06], [0.18, 0.01, 0.01], [-0.14, -0.01, -0.04], [0.03, 0.03, -0.05], [-0.03, -0.01, 0.02], [0.01, -0.01, 0.00], [-0.05, -0.01, -0.02], [-0.01, -0.01, 0.19], [-0.01, -0.02, 0.01], [0.01, 0.00, -0.02], [-0.01, 0.01, 0.00], [0.00, 0.01, 0.00], [0.00, -0.01, 0.02], [0.00, 0.02, 0.02], [0.00, 0.01, 0.00], [0.00, 0.00, 0.00], [-0.11, 0.02, 0.05], [-0.01, -0.02, -0.03], [-0.02, -0.02, 0.01], [-0.07, 0.04, -0.02], [0.23, -0.08, 0.03], [0.01, 0.03, 0.01], [0.01, 0.00, 0.00], [0.02, -0.01, 0.01], [0.01, 0.01, 0.00], [0.00, -0.01, 0.00], [0.00, -0.01, 0.03], [-0.01, 0.05, -0.02], [0.00, -0.05, -0.02], [-0.08, -0.01, 0.03], [-0.05, 0.01, -0.11], [0.12, 0.03, 0.17], [-0.02, 0.05, 0.00], [0.13, -0.05, 0.01], [-0.03, 0.02, 0.08], [-0.04, -0.05, -0.03], [0.03, 0.03, -0.06], [-0.05, 0.00, -0.04], [0.12, 0.02, -0.10], [0.03, 0.01, 0.07], [-0.08, -0.34, 0.17], [0.09, 0.04, 0.00], [-0.04, 0.05, 0.01], [0.01, 0.00, 0.00], [-0.01, 0.00, -0.01], [0.00, 0.01, 0.00], [0.01, 0.00, 0.00], [0.00, -0.01, 0.00], [0.00, 0.00, 0.00], [0.06, -0.01, 0.02], [0.00, -0.03, -0.01], [-0.01, 0.00, 0.00], [-0.01, 0.00, 0.00], [0.01, -0.01, -0.01], [-0.01, 0.06, 0.01], [-0.01, 0.02, 0.00], [-0.04, 0.01, -0.01], [-0.03, 0.00, 0.02], [0.04, -0.04, 0.00], [0.05, -0.02, -0.06], [0.10, -0.05, -0.01], [0.05, -0.03, -0.10], [0.04, 0.05, 0.04], [-0.05, -0.04, 0.03], [-0.03, 0.07, -0.08], [0.08, -0.06, 0.01], [-0.16, 0.10, -0.04], [0.10, -0.07, 0.00], [0.00, 0.01, -0.04], [-0.04, 0.05, 0.00], [0.03, -0.06, 0.01], [0.01, 0.04, -0.07], [-0.24, 0.11, 0.13], [-0.05, -0.24, -0.08], [-0.01, 0.00, 0.00], [0.01, -0.01, 0.00], [0.01, -0.02, 0.01], [-0.02, 0.00, -0.02], [-0.01, 0.01, 0.00], [0.00, 0.01, 0.00], [0.00, -0.01, 0.01], [0.09, 0.01, 0.02], [-0.01, -0.01, 0.01], [0.01, 0.00, 0.00], [0.01, 0.01, 0.01], [0.00, -0.01, 0.00], [0.00, -0.01, 0.01]], "lowdin_charge": [0.93, -0.02, -0.12, -0.02, -0.02, 0.03, -0.64, 0.76, -0.25, 0.00, -0.04, -0.04, -0.11, 0.08, 0.10, 0.10, 0.08, 0.13, 0.11, 0.10, 0.12, 0.10, 0.09, 1.04, -0.38, -0.25, -0.03, -0.49, 0.07, 0.11, 0.09, -0.05, -0.23, -0.05, -0.08, -0.03, -0.21, 0.11, -0.19, -0.02, -0.07, -0.09, -0.03, -0.08, -0.61, -0.09, -0.15, -0.18, -0.06, 0.08, 0.08, 0.08, 0.11, 0.10, 0.11, 0.11, 0.12, 0.11, 0.10, 0.11, 0.06, 0.07, 0.09, -0.04, -0.07, -0.23, -0.03, -0.08, -0.07, -0.01, -0.17, 0.15, -0.01, -0.16, -0.03, -0.08, -0.05, 0.00, -0.35, -0.14, 0.10, 0.09, 0.10, 0.11, 0.12, 0.11, 0.11, 0.16, 0.15, 0.12, 0.10, 0.11, 0.11], "charge": 1, "spin_multiplicity": 3, "orbital_gap_ev": [6.5, 5.8], "de_lowest_kj_mol": 131.4, "energy_ev": -85425.635, "homo_energy_ev": [-9.377, -9.375], "e_lumo_ev": [-2.9, -3.6]}